Formula: C43H36MnN3O6PSi
Source: OMol25
Level of theory: ωB97M-V/def2-TZVPD

```
91
C43H36MnN3O6PSi ωB97M-V/def2-TZVPD
Mn -0.2698 0.2820 0.1431
O 1.8488 2.0908 1.4396
N 1.7370 0.7669 1.1327
C 2.8915 0.3004 0.9313
C 3.1220 -1.1318 0.6005
C 4.1816 -1.7398 1.2514
C 4.4476 -3.0904 1.0667
C 3.6466 -3.8383 0.2195
C 2.5978 -3.2283 -0.4654
C 2.3375 -1.8781 -0.2977
P 1.1704 -0.9359 -1.3400
C 2.3682 -0.1077 -2.4236
C 2.4044 1.2817 -2.4982
C 3.3496 1.9146 -3.3028
C 4.2570 1.1569 -4.0244
C 4.2362 -0.2367 -3.9341
C 3.3055 -0.8701 -3.1284
C 0.1227 -2.0486 -2.2972
C 0.5933 -3.0878 -3.1024
C -0.2997 -3.9381 -3.7355
C -1.6716 -3.7524 -3.5948
C -2.1566 -2.6919 -2.8430
C -1.2609 -1.8495 -2.1970
H 0.9660 2.4058 1.6390
H 3.7461 0.9585 1.0792
H 4.7985 -1.1549 1.9293
H 5.2779 -3.5539 1.5876
H 3.8395 -4.8968 0.0792
H 1.9760 -3.8215 -1.1260
H 1.7012 1.8631 -1.9281
H 3.3587 3.0000 -3.3706
H 4.9902 1.6473 -4.6582
H 4.9555 -0.8281 -4.4907
H 3.3244 -1.9545 -3.0429
H 1.6575 -3.2166 -3.2740
H 0.0789 -4.7505 -4.3477
H -2.3637 -4.4271 -4.0897
H -3.2248 -2.5128 -2.7663
H -1.6555 -1.0089 -1.6557
C 0.8408 -3.1077 2.2332
C -0.4985 -2.5257 1.9332
N -0.8227 -1.3581 1.3724
C -2.2128 -1.2454 1.4824
C -2.7159 -2.3449 2.0569
N -1.6302 -3.1284 2.3242
C -4.0777 -2.8376 2.4044
O -5.0724 -2.0123 2.1924
O -4.1869 -3.9528 2.8463
C -2.8188 0.0628 1.2068
O -4.0088 0.2595 1.3114
O -1.9149 0.9612 0.8714
H 1.6133 -2.3571 2.1320
H 1.0725 -3.9413 1.5707
H 0.8496 -3.4796 3.2598
H -1.7181 -4.0246 2.7783
H -4.7514 -1.1427 1.8493
O -0.2981 1.6545 -0.9922
Si -0.9046 3.1512 -1.4287
C -0.4306 3.5642 -3.1858
C -0.5638 2.5859 -4.1845
C -0.3360 2.8768 -5.5246
C 0.0437 4.1623 -5.9001
C 0.1732 5.1540 -4.9335
C -0.0736 4.8604 -3.5882
C -0.2010 4.3594 -0.2129
C 1.0739 4.9207 -0.3891
C 1.5979 5.8136 0.5412
C 0.8562 6.1602 1.6680
C -0.4002 5.6033 1.8715
C -0.9251 4.7120 0.9370
C -2.7513 3.1512 -1.3934
C -3.4865 1.9583 -1.4040
C -4.8780 1.9677 -1.4486
C -5.5584 3.1788 -1.4799
C -4.8481 4.3755 -1.4778
C -3.4576 4.3610 -1.4384
H -0.8590 1.5721 -3.9084
H -0.4609 2.1053 -6.2798
H 0.2248 4.3943 -6.9482
H 0.4614 6.1597 -5.2225
H 0.0042 5.6585 -2.8527
H 1.6716 4.6509 -1.2603
H 2.5811 6.2444 0.3871
H 1.2569 6.8705 2.3841
H -0.9751 5.8695 2.7500
H -1.9153 4.2861 1.1026
H -2.9633 1.0066 -1.3772
H -5.4326 1.0329 -1.4499
H -6.6456 3.1917 -1.5062
H -5.3789 5.3204 -1.5052
H -2.9157 5.3082 -1.4443
```

highest occupied orbital energy (alpha / beta): -10.79 / -10.79 eV
energy relative to the best compared isomer or geometry (same formula, charge and spin): 17.12 kcal per mole
2S+1: 5
HOMO-LUMO gap (alpha / beta): 6.7 / 7.4 eV
calculated total energy: -4057.70217 a.u.
<S²>: 6.05
net charge: +1
LUMO level (alpha / beta): -0.15113 / -0.12402 Eh

Atom charges from the Löwdin analysis, given in e for atoms 1 to 4:
1 Mn 0.8463
2 O 0.0050
3 N -0.0511
4 C -0.0640